(one)
{
  "formula": "CH2O5P",
  "method": "ωB97M-V with the def2-TZVPD basis set",
  "elements": ["C", "O", "O", "O", "O", "O", "P", "H", "H"],
  "positions_angstrom": [[-0.805, -0.519, 0.124], [1.214, 1.513, -0.193], [2.454, -0.808, 0.064], [0.094, -0.421, 1.145], [-0.124, -0.623, -1.094], [-1.508, 0.635, 0.059], [1.286, 0.080, 0.076], [-1.633, -1.256, 0.217], [-0.976, 1.397, -0.399]],
  "nbo_charge": [0.56, -1.14, -1.10, -0.79, -0.81, -0.77, 2.45, 0.12, 0.50],
  "homo_energy_ha": -0.2019,
  "lumo_ev": 4.20,
  "gap_ev": 9.698,
  "total_charge": -1
}

(two)
{
  "formula": "CH2O5P",
  "method": "ωB97M-V with the def2-TZVPD basis set",
  "elements": ["C", "O", "O", "O", "O", "O", "P", "H", "H"],
  "positions_angstrom": [[0.885, 0.370, -2.373], [-0.265, 0.894, -2.398], [1.666, 0.046, -3.251], [-1.039, 0.241, 0.194], [0.887, 0.638, 1.417], [1.279, 0.051, -1.047], [0.313, 1.035, -0.075], [-1.405, 0.394, -0.714], [0.367, 0.019, 1.888]],
  "nbo_charge": [0.95, -0.83, -0.72, -1.04, -1.04, -0.84, 1.53, 0.51, 0.48],
  "homo_energy_ha": -0.1672,
  "lumo_ev": 3.86,
  "gap_ev": 8.415,
  "total_charge": -1
}

Decreasing stability: (two), (one)

(one)
{
  "formula": "C6H7N3O",
  "method": "ωB97M-V with the def2-TZVPD basis set",
  "elements": ["C", "C", "C", "C", "C", "C", "H", "H", "H", "H", "H", "H", "H", "N", "N", "N", "O"],
  "positions_angstrom": [[-1.738, 1.024, -0.483], [-2.617, 0.037, -0.004], [-2.247, -1.187, 0.181], [0.000, -0.602, -0.158], [-0.352, 0.693, -0.472], [2.524, -0.333, -0.083], [-2.153, 2.004, -0.521], [-3.822, 0.471, 0.222], [-2.925, -1.867, 0.354], [0.268, 1.287, -0.784], [1.422, -1.906, -0.326], [3.411, 1.574, 0.938], [1.779, 1.244, 1.141], [-0.884, -1.517, 0.147], [1.316, -1.061, -0.166], [2.418, 0.947, 0.484], [3.601, -0.809, -0.470]],
  "nbo_charge": [-0.15, -0.24, 0.01, 0.35, -0.26, 0.78, 0.22, 0.21, 0.19, 0.20, 0.39, 0.41, 0.39, -0.43, -0.60, -0.87, -0.61],
  "homo_energy_ha": -0.3411,
  "smiles": "NC(=O)Nc1ccccn1",
  "lumo_ev": 0.44,
  "gap_ev": 9.717
}

(two)
{
  "formula": "C6H7N3O",
  "method": "ωB97M-V with the def2-TZVPD basis set",
  "elements": ["C", "C", "C", "C", "C", "C", "N", "N", "N", "O", "H", "H", "H", "H", "H", "H", "H"],
  "positions_angstrom": [[-2.056, -1.048, 0.342], [-2.765, 0.086, -0.062], [-0.844, 1.248, -0.579], [-0.019, 0.230, -0.269], [-0.694, -0.935, 0.252], [2.322, 0.932, 0.337], [-2.192, 1.143, -0.574], [1.525, -1.507, 0.186], [1.372, 0.028, -0.378], [0.154, -2.013, 0.242], [-2.387, -1.966, 0.684], [-3.788, 0.011, -0.253], [-0.405, 2.247, -0.705], [2.154, 0.928, 1.397], [3.332, 0.727, 0.152], [2.308, 1.912, -0.207], [1.983, -2.023, -0.566]],
  "nbo_charge": [-0.32, 0.05, -0.01, 0.03, 0.31, -0.42, -0.42, -0.18, -0.28, -0.36, 0.23, 0.19, 0.19, 0.20, 0.21, 0.22, 0.35],
  "homo_energy_ha": -0.3028,
  "smiles": "CN1NOc2ccncc21",
  "lumo_ev": 0.93,
  "gap_ev": 9.171
}

(three)
{
  "formula": "C6H7N3O",
  "method": "ωB97M-V with the def2-TZVPD basis set",
  "elements": ["C", "C", "C", "C", "C", "C", "N", "N", "N", "O", "H", "H", "H", "H", "H", "H", "H"],
  "positions_angstrom": [[1.688, 0.309, -0.189], [-1.662, 0.498, -0.716], [-4.623, -0.346, 0.276], [1.179, -0.867, 0.151], [-2.159, -0.204, 0.516], [0.023, 1.821, 0.195], [1.222, 1.438, 0.367], [-0.704, 1.325, -0.841], [-3.543, -0.127, 0.736], [-5.712, -0.432, -0.069], [2.530, 0.436, -0.800], [-2.243, 0.285, -1.651], [1.420, -1.786, -0.415], [0.409, -0.900, 0.943], [-1.666, -1.177, 0.415], [-1.715, 0.342, 1.467], [-0.361, 2.599, 0.874]],
  "nbo_charge": [-0.02, 0.18, 0.87, -0.49, -0.30, 0.25, -0.45, -0.42, -0.56, -0.50, 0.20, 0.18, 0.21, 0.18, 0.24, 0.22, 0.20],
  "homo_energy_ha": -0.3202,
  "smiles": "C=C/N=C\\N=C/CN=C=O",
  "lumo_ev": 0.36,
  "gap_ev": 9.071
}

(four)
{
  "formula": "C6H7N3O",
  "method": "ωB97M-V with the def2-TZVPD basis set",
  "elements": ["C", "C", "C", "C", "C", "C", "N", "N", "N", "O", "H", "H", "H", "H", "H", "H", "H"],
  "positions_angstrom": [[-1.437, -0.425, 2.064], [-0.073, -0.726, 2.119], [-0.376, 1.262, 1.348], [-0.066, 2.448, 0.704], [0.105, -0.109, -1.255], [1.347, 0.073, -2.087], [-1.590, 0.859, 1.622], [0.250, 3.475, 0.388], [-0.412, -1.284, -1.400], [0.529, 0.330, 1.629], [-2.318, -1.014, 2.468], [0.533, -1.545, 2.430], [0.910, -0.214, -3.030], [2.105, -0.716, -1.791], [1.850, 1.044, -1.955], [-1.370, -1.461, -1.118], [0.012, -1.999, -2.137]],
  "nbo_charge": [-0.13, 0.07, 0.36, 0.24, 0.12, -0.74, -0.39, -0.25, -0.76, -0.36, 0.23, 0.22, 0.22, 0.21, 0.24, 0.40, 0.32],
  "homo_energy_ha": -0.3017,
  "lumo_ev": 0.72,
  "gap_ev": 8.929
}

Decreasing stability: (three), (one), (four), (two)

(one)
{
  "formula": "C5H13OS",
  "method": "ωB97M-V with the def2-TZVPD basis set",
  "elements": ["C", "O", "C", "C", "H", "H", "H", "H", "H", "H", "H", "H", "C", "C", "S", "H", "H", "H", "H", "H"],
  "positions_angstrom": [[1.008, -0.158, -0.033], [0.565, 0.259, -1.342], [2.274, -0.985, -0.178], [2.747, -1.270, 1.231], [1.132, 0.692, 0.658], [0.222, -0.849, 0.377], [0.007, 1.068, -1.125], [2.009, -1.892, -0.740], [3.037, -0.416, -0.773], [2.042, -1.914, 1.742], [3.748, -1.772, 1.329], [2.660, -0.304, 1.793], [-2.878, 0.425, -0.989], [-2.690, 1.343, 0.243], [-1.143, 2.310, 0.090], [-2.014, -0.266, -1.013], [-2.841, 1.089, -1.870], [-3.815, -0.150, -0.950], [-2.555, 0.729, 1.137], [-3.514, 2.059, 0.411]],
  "nbo_charge": [-0.06, -0.82, -0.42, -0.61, 0.19, 0.14, 0.49, 0.19, 0.19, 0.20, 0.19, 0.21, -0.63, -0.51, -0.68, 0.21, 0.20, 0.17, 0.17, 0.18],
  "homo_energy_ha": -0.0993,
  "lumo_ev": 3.72,
  "gap_ev": 6.424,
  "total_charge": -1
}

(two)
{
  "formula": "C5H13OS",
  "method": "ωB97M-V with the def2-TZVPD basis set",
  "elements": ["C", "O", "C", "C", "H", "H", "H", "H", "H", "H", "H", "C", "S", "C", "H", "H", "H", "H", "H", "H"],
  "positions_angstrom": [[-2.349, -0.974, -1.418], [-1.949, -0.998, -2.692], [-2.663, 0.515, -0.953], [-1.710, 1.377, -1.773], [-1.560, -1.365, -0.689], [-3.259, -1.624, -1.126], [-2.560, 0.727, 0.121], [-3.702, 0.669, -1.255], [-1.973, 2.446, -1.793], [-1.738, 0.891, -2.759], [-0.674, 1.303, -1.383], [2.078, 0.310, 3.098], [2.655, -0.313, 1.466], [1.272, 0.105, 0.412], [1.566, -0.517, 3.656], [1.435, 1.169, 2.812], [2.841, 0.707, 3.808], [1.425, -0.321, -0.587], [0.356, -0.283, 0.913], [1.175, 1.190, 0.175]],
  "nbo_charge": [0.01, -0.94, -0.45, -0.64, 0.04, 0.06, 0.16, 0.17, 0.16, 0.28, 0.16, -0.75, 0.15, -0.77, 0.21, 0.22, 0.22, 0.26, 0.23, 0.22],
  "homo_energy_ha": -0.0885,
  "lumo_ev": 2.88,
  "gap_ev": 5.286,
  "total_charge": -1
}

Decreasing stability: (one), (two)

(one)
{
  "formula": "C23H25N3O4",
  "method": "ωB97M-V with the def2-TZVPD basis set",
  "elements": ["C", "H", "O", "C", "C", "C", "C", "C", "C", "H", "O", "C", "H", "H", "H", "N", "C", "O", "C", "H", "C", "C", "C", "H", "C", "H", "C", "H", "H", "C", "C", "O", "N", "H", "C", "C", "N", "C", "C", "C", "C", "H", "H", "H", "H", "H", "H", "H", "H", "H", "H", "H", "H", "H", "H"],
  "positions_angstrom": [[1.432, -4.624, -5.295], [2.426, -4.534, -4.845], [0.442, -4.843, -4.320], [0.251, -3.890, -3.366], [0.958, -2.702, -3.266], [0.669, -1.811, -2.244], [-0.317, -2.088, -1.316], [-1.038, -3.296, -1.416], [-0.749, -4.181, -2.433], [-1.275, -5.114, -2.545], [-1.999, -3.491, -0.458], [-2.755, -4.678, -0.503], [-3.322, -4.755, -1.435], [-2.119, -5.561, -0.389], [-3.445, -4.618, 0.337], [-0.665, -1.241, -0.255], [-0.175, -0.029, 0.063], [0.697, 0.554, -0.569], [-0.794, 0.646, 1.276], [0.044, 1.003, 1.886], [-1.788, -0.145, 2.162], [-1.946, 0.723, 3.391], [-2.648, 1.792, 3.041], [-2.899, 2.652, 3.630], [-2.980, 1.652, 1.578], [-3.795, 2.269, 1.212], [-3.128, 0.129, 1.467], [-3.186, -0.226, 0.438], [-3.976, -0.252, 2.033], [-1.656, 1.853, 0.804], [-0.957, 3.186, 1.057], [-1.390, 4.051, 1.787], [0.189, 3.286, 0.354], [0.497, 2.484, -0.188], [1.109, 4.383, 0.515], [2.418, 3.993, 1.158], [3.063, 4.980, 1.766], [4.223, 4.726, 2.341], [4.812, 3.471, 2.350], [4.145, 2.439, 1.710], [2.929, 2.699, 1.099], [2.401, 1.911, 0.585], [4.565, 1.444, 1.684], [5.760, 3.308, 2.839], [4.699, 5.572, 2.820], [1.322, 4.833, -0.463], [0.621, 5.136, 1.139], [-1.850, 1.777, -0.272], [-1.486, 0.505, 4.337], [-1.512, -1.179, 2.362], [-1.398, -1.628, 0.324], [1.217, -0.887, -2.166], [1.734, -2.449, -3.970], [1.408, -5.500, -5.941], [1.219, -3.730, -5.890]],
  "nbo_charge": [-0.25, 0.18, -0.49, 0.32, -0.33, -0.21, 0.13, 0.29, -0.34, 0.23, -0.52, -0.25, 0.18, 0.18, 0.20, -0.62, 0.70, -0.67, -0.30, 0.25, -0.27, -0.21, -0.16, 0.23, -0.25, 0.23, -0.39, 0.20, 0.22, -0.30, 0.70, -0.63, -0.64, 0.43, -0.26, 0.21, -0.43, 0.05, -0.27, -0.16, -0.27, 0.23, 0.21, 0.22, 0.19, 0.21, 0.26, 0.23, 0.22, 0.22, 0.43, 0.26, 0.22, 0.20, 0.18],
  "homo_energy_ha": -0.2983,
  "smiles": "COc1ccc(NC(=O)[C@H]2[C@H](C(=O)NCc3ccccn3)[C@@H]3C=C[C@H]2C3)c(OC)c1",
  "lumo_ev": 0.55,
  "gap_ev": 8.671
}

(two)
{
  "formula": "C23H25N3O4",
  "method": "ωB97M-V with the def2-TZVPD basis set",
  "elements": ["C", "C", "C", "N", "C", "O", "C", "C", "C", "O", "N", "C", "C", "C", "C", "C", "C", "H", "H", "O", "C", "C", "O", "N", "C", "C", "C", "C", "C", "C", "H", "C", "H", "H", "H", "H", "H", "H", "H", "H", "H", "H", "H", "C", "H", "H", "H", "H", "H", "H", "H", "H", "H", "H", "H"],
  "positions_angstrom": [[-2.639, 2.185, 4.479], [-2.756, 3.072, 3.510], [-2.976, 2.722, 2.070], [-1.958, 3.317, 1.226], [-2.237, 4.273, 0.318], [-3.362, 4.661, 0.083], [-1.028, 4.808, -0.456], [0.191, 5.078, 0.420], [0.986, 3.780, 0.378], [1.855, 3.462, 1.156], [0.532, 3.052, -0.684], [1.035, 1.814, -1.114], [0.849, 1.401, -2.433], [1.337, 0.185, -2.860], [2.024, -0.652, -1.984], [2.201, -0.252, -0.666], [1.710, 0.968, -0.239], [1.868, 1.268, 0.783], [2.711, -0.881, 0.046], [2.467, -1.838, -2.513], [3.302, -2.648, -1.720], [2.575, -3.377, -0.577], [3.166, -3.740, 0.414], [1.263, -3.562, -0.850], [0.274, -4.186, -0.081], [0.539, -4.770, 1.152], [-0.493, -5.374, 1.848], [-1.775, -5.403, 1.332], [-2.052, -4.820, 0.099], [-1.019, -4.214, -0.597], [-1.217, -3.755, -1.557], [-3.440, -4.866, -0.464], [-3.532, -4.219, -1.333], [-3.687, -5.884, -0.765], [-4.166, -4.556, 0.284], [-2.571, -5.881, 1.884], [-0.288, -5.829, 2.805], [1.538, -4.748, 1.553], [0.944, -3.187, -1.737], [3.702, -3.407, -2.400], [4.143, -2.084, -1.302], [1.202, -0.134, -3.881], [0.334, 2.030, -3.141], [-0.505, 3.741, -1.430], [-0.088, 4.214, -2.328], [-1.288, 3.040, -1.732], [0.815, 5.868, -0.004], [-0.049, 5.358, 1.445], [-1.372, 5.695, -0.990], [-1.005, 3.051, 1.416], [-3.932, 3.130, 1.724], [-2.975, 1.636, 1.935], [-2.688, 4.132, 3.715], [-2.488, 2.476, 5.504], [-2.704, 1.126, 4.288]],
  "nbo_charge": [-0.38, -0.19, -0.27, -0.62, 0.68, -0.62, -0.32, -0.50, 0.67, -0.60, -0.46, 0.20, -0.25, -0.24, 0.28, -0.29, -0.21, 0.25, 0.23, -0.50, -0.16, 0.65, -0.60, -0.62, 0.24, -0.27, -0.18, -0.24, 0.02, -0.28, 0.20, -0.63, 0.21, 0.22, 0.22, 0.21, 0.21, 0.25, 0.41, 0.22, 0.21, 0.22, 0.22, -0.20, 0.20, 0.22, 0.24, 0.24, 0.25, 0.40, 0.25, 0.20, 0.20, 0.20, 0.19],
  "homo_energy_ha": -0.3093,
  "smiles": "C=CCNC(=O)[C@H]1CC(=O)N(c2ccc(OCC(=O)Nc3cccc(C)c3)cc2)C1",
  "lumo_ev": 0.45,
  "gap_ev": 8.869
}

Decreasing stability: (two), (one)